Entry 1:
Molecular formula: C16H32F5P2S4Tc
Method: DFT, ωB97M-V/def2-TZVPD

Results
- 2S+1: 4
- Total charge: +3
- E_HOMO (alpha / beta): -17.82 / -17.73 eV
- LUMO level (alpha / beta): -10.4947 / -11.7535 eV
- Max |F|: 0.0442 hartree/bohr
- Frontier orbital gap (alpha / beta): 7.328 / 5.974 eV

XYZ file:
```
60
C16H32F5P2S4Tc | OMol25 | ωB97M-V/def2-TZVPD
Tc -0.25033 0.17837 -0.15843
S 0.05297 -2.32853 0.31617
S -0.69413 -0.02513 2.57547
S 1.81237 1.80867 1.91067
S 2.40478 -0.15313 -0.64323
P -2.75152 0.01317 -0.39393
P -0.36953 -0.28273 -2.58733
F -0.98732 2.65707 0.59637
F 1.32718 2.91017 -2.04943
F -1.37342 2.36677 -1.53273
F 0.04957 4.49177 -1.30843
F 1.54478 3.60077 -0.04343
C 2.77817 -1.62103 0.40887
C -3.83952 1.46987 -0.31383
C 0.07987 1.06347 3.82457
C 0.10637 -1.99133 -3.00343
C -2.13012 -0.14043 -3.10053
C 1.57318 1.23577 3.62577
C -3.05182 -0.73863 -2.04663
C -0.28973 -2.72073 2.07267
C 0.56797 0.68717 -3.79443
C 3.63138 1.03807 0.01367
C 1.82438 -2.76053 0.12877
C 0.63137 3.36427 -0.99003
C -0.38993 2.26847 -0.57833
C 0.08117 -1.62603 3.04487
C 3.52728 1.33707 1.49597
C -3.56083 -1.12113 0.77907
H -4.87252 1.11607 -0.34443
H 2.13617 0.31917 3.80057
H -0.16453 -2.16903 -4.04473
H 2.02498 -3.59533 0.80097
H 1.95607 2.00557 4.30147
H -2.35893 0.91177 -3.28813
H -3.53692 -0.69983 1.78277
H 3.83098 0.49877 2.12127
H 1.18587 -2.09603 -2.92513
H -3.12632 -2.11753 0.77877
H -4.10342 -0.59053 -2.31353
H 4.17998 2.18377 1.72567
H -0.38243 -2.73643 -2.38113
H -0.28793 -1.87653 4.04277
H 0.24917 -3.63903 2.30827
H -4.60512 -1.20473 0.47357
H 3.79307 -1.93573 0.15687
H 0.34087 1.74707 -3.73503
H -2.23072 -0.68323 -4.04463
H -2.88212 -1.81533 -1.97083
H 0.29657 0.33577 -4.79153
H 1.63807 0.54257 -3.65613
H -1.35742 -2.93613 2.11057
H 3.47688 1.93857 -0.58133
H 1.16178 -1.49423 3.09737
H -3.68353 2.01347 0.61617
H 4.61468 0.62807 -0.23213
H -0.14573 0.63277 4.80227
H -0.44313 2.01757 3.73017
H 2.75238 -1.31673 1.45407
H 1.92878 -3.11713 -0.89603
H -3.69012 2.15097 -1.14743
```

Here are the natural (NBO) charges for atoms 1 to 5, given in e:
1. Tc 0.516
2. S 0.306
3. S 0.297
4. S 0.330
5. S 0.320


Entry 2:
Molecular formula: C7H13NO
Method: DFT, ωB97M-V/def2-TZVPD

Results
- Relative energy (zero: lowest compared OMol25 entry of this formula, charge and spin): 1.1359 eV
- Total charge: 0
- E_HOMO: -7.97 eV
- SMILES string: CC(=O)/C=C(\C)N(C)C
- LUMO level: 0.7740 eV
- Max |F|: 0.0299 hartree/bohr
- Frontier orbital gap: 8.747 eV

XYZ file:
```
22
C7H13NO | OMol25 | ωB97M-V/def2-TZVPD
O 3.01825 0.36088 0.19013
N -1.44388 0.29921 -0.05524
C -0.03615 0.45626 0.05157
C 2.91168 -1.98639 -0.21225
C 0.81130 -0.59513 0.06066
C 2.30846 -0.62668 0.03822
C -2.16978 -0.93636 0.26652
C -2.35071 1.44466 -0.22420
C 0.47909 1.88556 0.10537
H 1.50328 1.98455 0.46271
H -2.60015 1.87781 0.74981
H -0.11914 2.48359 0.80239
H 2.65719 -2.66168 0.60897
H 0.42308 2.34440 -0.88736
H -1.91644 2.21966 -0.86303
H 3.99989 -1.90314 -0.27703
H 0.41005 -1.59819 0.00434
H 2.53822 -2.38598 -1.15968
H -1.55198 -1.83600 0.25104
H -3.28269 1.13503 -0.71061
H -2.96934 -1.10417 -0.46386
H -2.62024 -0.85788 1.26150
```

Here are the natural (NBO) charges for atoms 1 to 5, given in e:
1. O -0.592
2. N -0.425
3. C 0.326
4. C -0.708
5. C -0.471


Entry 3:
Molecular formula: C14H7ClF3NO5S
Method: DFT, ωB97M-V/def2-TZVPD

Results
- Total charge: 0
- E_HOMO: -10.03 eV
- SMILES string: CC1=C(C(F)(F)F)C(=O)c2cc(N=C=O)c(S(C)(=O)=O)c(Cl)c2C1=O
- LUMO level: -2.3054 eV
- Max |F|: 0.1644 hartree/bohr
- Frontier orbital gap: 7.730 eV

XYZ file:
```
32
C14H7ClF3NO5S | OMol25 | ωB97M-V/def2-TZVPD
Cl -1.32383 0.42139 2.81121
S -4.09795 0.68894 0.52119
F 5.71166 -0.77248 -0.91932
F 4.35176 -0.50917 -2.85527
F 4.65233 1.26498 -1.42845
O -4.51039 -2.52101 -2.23581
O -4.86521 1.29438 -0.66373
O 2.20207 -2.35459 -2.19296
O -4.89477 -0.56381 0.90800
O 1.53221 -0.92745 2.72462
N -3.19960 -0.33137 -2.52567
C -4.12828 1.97283 1.85657
C 0.25394 -0.48101 0.55055
C 4.04127 0.69113 1.58303
C 0.49822 -0.92805 -0.96770
C -1.16111 -0.01020 1.02708
C 2.96071 -0.17817 0.74636
C 3.18397 -0.57293 -0.63231
C -2.13353 -0.34131 -1.46251
C 1.56877 -0.56157 1.50834
C 2.00060 -1.40279 -1.38671
C -0.70471 -0.85190 -1.96560
C -3.85900 -1.45986 -2.41723
C 4.52484 -0.18711 -1.45068
C -2.40880 0.09868 0.04535
H -5.02091 2.71325 1.75162
H -3.16726 2.59618 1.95494
H 3.94441 1.77536 1.16271
H 3.73471 0.78049 2.70212
H 5.12525 0.34992 1.43575
H -4.27959 1.45579 2.88997
H -0.53178 -1.14854 -3.07545
```

Here are the natural (NBO) charges for atoms 1 to 5, given in e:
1. Cl 0.031
2. S 1.973
3. F -0.314
4. F -0.321
5. F -0.340


Entry 4:
Molecular formula: C5H6N2
Method: DFT, ωB97M-V/def2-TZVPD

Results
- Relative energy (zero: lowest compared OMol25 entry of this formula, charge and spin): 3.6501 eV
- Total charge: 0
- E_HOMO: -8.21 eV
- SMILES string: [H]/N=C1/C=CC(=C)N1
- LUMO level: -0.4013 eV
- Max |F|: 0.1290 hartree/bohr
- Frontier orbital gap: 7.805 eV

XYZ file:
```
13
C5H6N2 | OMol25 | ωB97M-V/def2-TZVPD
N -1.27950 -2.02653 1.21412
N -0.17352 0.10665 0.98074
C -1.08089 -0.82492 -0.99952
C 1.66212 1.56384 -0.06848
C 0.01901 0.05279 -1.32015
C 0.58119 0.64882 -0.18585
C -0.97115 -1.00047 0.53697
H 1.87399 2.03834 0.88037
H -1.80127 -1.09345 -1.80159
H 0.25697 0.19945 -2.52186
H 0.36100 0.21127 1.94128
H -1.55650 -1.61652 2.35474
H 2.10855 1.74073 -1.01076
```

Here are the natural (NBO) charges for atoms 1 to 5, given in e:
1. N -0.672
2. N -0.650
3. C -0.234
4. C -0.430
5. C -0.212


- Look up the max |F| of the first one.
  0.0442 hartree/bohr